(1)
ORCA calculation (ωB97M-V with the def2-TZVPD basis set) on C36H27Cl3GeN6NaP2SSe2 as an isolated structure in a non-equilibrium geometry.

Geometry as XYZ:
```
79
Properties=species:S:1:pos:R:3
Na 0.29 -0.64 -0.07
Se 6.12 3.85 -0.77
P 5.88 1.80 -0.30
C 6.64 1.33 1.29
C 7.38 2.25 2.01
C 7.97 1.87 3.21
C 7.82 0.57 3.67
C 7.08 -0.35 2.95
C 6.48 0.02 1.75
C 6.70 0.77 -1.55
C 6.09 0.63 -2.79
C 6.70 -0.12 -3.78
C 7.93 -0.72 -3.54
C 8.55 -0.55 -2.31
C 7.95 0.20 -1.31
C 4.22 1.10 -0.25
C 2.90 1.54 -0.03
N 2.11 0.46 -0.18
N 2.88 -0.58 -0.44
N 4.14 -0.23 -0.48
P 1.99 3.05 0.28
Se -0.11 2.70 0.19
C 2.49 3.74 1.88
C 3.83 3.75 2.23
C 4.21 4.19 3.49
C 3.25 4.61 4.40
C 1.91 4.60 4.05
C 1.53 4.16 2.79
C 2.40 4.21 -1.04
C 2.57 3.68 -2.32
C 2.83 4.54 -3.37
C 2.89 5.90 -3.15
C 2.69 6.42 -1.88
C 2.44 5.58 -0.81
H 7.50 3.25 1.62
H 8.54 2.59 3.77
H 8.29 0.27 4.60
H 6.96 -1.36 3.31
H 5.91 -0.68 1.17
H 5.14 1.12 -2.97
H 6.21 -0.24 -4.73
H 8.40 -1.31 -4.31
H 9.51 -1.02 -2.12
H 8.44 0.34 -0.36
H 4.58 3.42 1.53
H 5.26 4.20 3.76
H 3.55 4.95 5.38
H 1.16 4.90 4.77
H 0.48 4.15 2.51
H 2.51 2.61 -2.47
H 2.98 4.14 -4.37
H 3.10 6.57 -3.98
H 2.75 7.49 -1.73
H 2.29 5.97 0.18
N -3.87 -1.81 0.00
C -4.44 -0.55 -0.04
C -5.73 -0.10 0.18
C -5.93 1.27 0.10
C -4.88 2.14 -0.20
C -3.60 1.69 -0.44
C -3.37 0.32 -0.35
N -2.21 -0.41 -0.49
C -2.54 -1.66 -0.28
C -1.59 -2.76 -0.20
C -1.75 -3.89 0.54
S -0.33 -4.83 0.50
C 0.39 -3.66 -0.52
N -0.36 -2.65 -0.80
H -4.33 -2.67 0.21
H -6.54 -0.78 0.41
H -6.92 1.67 0.28
H -5.09 3.20 -0.24
H -2.79 2.37 -0.67
H -2.60 -4.19 1.14
H 1.40 -3.78 -0.89
Cl 2.03 0.88 3.28
Ge -0.06 1.10 2.56
Cl -0.48 -1.12 2.39
Cl -1.09 1.60 4.45
```

HOMO energy (spin up / spin down): -7.155 / -7.762 eV
LUMO (spin up / spin down): -0.10 / -1.58 eV
frontier orbital gap (spin up / spin down): 7.06 / 6.18 eV
charge: 0
ΔE to the lowest compared entry with this formula, charge and spin: 12.0 kcal per mole
DFT total energy: -11220.39193 a.u.
2S+1: 2

=====

(2)
ORCA calculation (ωB97M-V with the def2-TZVPD basis set) on C36H27N4O3RhSi as an isolated structure.

Geometry as XYZ:
```
72
Properties=species:S:1:pos:R:3
Rh 0.21 -0.31 0.11
O 1.81 -0.42 -3.61
C 1.53 -0.40 -2.42
N 0.32 -0.37 -1.83
C -0.92 -0.16 -2.46
C -1.12 0.00 -3.82
C -2.40 0.22 -4.30
C -3.49 0.27 -3.44
C -3.31 0.11 -2.07
C -2.03 -0.11 -1.58
N -1.69 -0.26 -0.21
C -2.54 -0.31 0.84
O -3.76 -0.36 0.84
C -1.79 -0.27 2.16
C -2.48 -0.14 3.35
C -1.77 -0.01 4.53
C -0.38 -0.02 4.48
C 0.24 -0.17 3.25
N -0.44 -0.31 2.12
C 2.65 -0.41 -1.39
C 3.95 -0.18 -1.79
C 4.94 -0.10 -0.81
C 4.59 -0.27 0.52
C 3.26 -0.51 0.83
N 2.32 -0.58 -0.10
H -0.27 -0.04 -4.49
H -2.56 0.34 -5.36
H -4.48 0.43 -3.82
H -4.14 0.14 -1.39
H -3.56 -0.12 3.31
H -2.28 0.12 5.47
H 0.22 0.10 5.37
H 1.32 -0.17 3.16
H 4.15 -0.05 -2.84
H 5.96 0.10 -1.09
H 5.32 -0.20 1.31
H 2.95 -0.65 1.86
O 0.82 1.51 0.33
Si 1.02 3.08 0.48
C 2.49 3.28 1.65
C 3.80 3.62 1.31
C 4.82 3.60 2.25
C 4.55 3.24 3.56
C 3.26 2.90 3.93
C 2.24 2.92 2.98
C 1.27 3.79 -1.24
C 0.40 3.26 -2.20
C 0.47 3.62 -3.53
C 1.43 4.54 -3.94
C 2.30 5.09 -3.00
C 2.21 4.71 -1.67
C -0.48 3.86 1.29
C -0.44 5.14 1.86
C -1.56 5.70 2.45
C -2.76 4.99 2.46
C -2.83 3.74 1.88
C -1.69 3.18 1.30
H 4.04 3.87 0.28
H 5.83 3.87 1.95
H 5.35 3.22 4.29
H 3.04 2.63 4.95
H 1.23 2.68 3.28
H -0.35 2.52 -1.90
H -0.21 3.18 -4.25
H 1.50 4.83 -4.98
H 3.04 5.81 -3.31
H 2.90 5.18 -0.96
H 0.49 5.69 1.87
H -1.51 6.68 2.89
H -3.64 5.43 2.91
H -3.76 3.19 1.87
H -1.75 2.21 0.83
```

HOMO energy: -7.760 eV
LUMO: -1.09 eV
frontier orbital gap: 6.67 eV
charge: 0
ΔE to the lowest compared entry with this formula, charge and spin: 4.7 kcal per mole
DFT total energy: -2232.97853 a.u.
2S+1: 1

=====

(3)
ORCA calculation (ωB97M-V with the def2-TZVPD basis set) on C36H28BiN8O8S as an isolated structure in a non-equilibrium geometry.

Geometry as XYZ:
```
82
Properties=species:S:1:pos:R:3
Bi 0.19 -0.45 -0.04
C 1.43 -3.87 -2.31
O 2.20 -3.23 -3.36
C 2.41 -1.88 -3.40
C 2.80 -1.41 -4.64
C 3.04 -0.05 -4.86
C 2.89 0.84 -3.82
C 2.47 0.38 -2.56
C 2.46 1.35 -1.47
N 1.82 1.21 -0.37
N 2.15 2.11 0.64
C 1.59 1.78 1.79
O 0.73 0.86 2.00
C 2.00 2.65 2.94
C 1.79 2.19 4.24
C 2.17 2.97 5.33
C 2.75 4.22 5.12
C 2.94 4.69 3.83
C 2.58 3.90 2.74
C 2.22 -0.99 -2.32
O 1.88 -1.43 -1.12
H 1.30 -4.89 -2.65
H 0.45 -3.41 -2.17
H 1.96 -3.85 -1.37
H 2.91 -2.13 -5.44
H 3.35 0.29 -5.84
H 3.08 1.90 -3.96
H 3.09 2.23 -1.56
H 1.33 1.22 4.37
H 2.02 2.60 6.33
H 3.04 4.83 5.97
H 3.38 5.66 3.66
H 2.74 4.25 1.73
O -5.94 -2.78 2.13
C -4.73 -3.39 1.90
O -4.72 -4.52 1.51
C -3.56 -2.52 2.14
C -3.49 -1.52 3.08
N -2.30 -0.93 2.95
N -1.58 -1.45 1.94
C -2.32 -2.44 1.46
C -1.72 -3.22 0.31
O -1.69 -4.44 0.38
O -1.27 -2.46 -0.63
H -5.80 -1.83 2.22
H -4.19 -1.20 3.84
H -1.94 -0.13 3.44
N -0.95 3.45 1.31
C -1.59 2.42 0.70
O -1.00 1.82 -0.24
C -2.93 2.12 1.08
C -3.75 1.31 0.25
N -4.45 0.68 -0.42
C -3.47 2.62 2.30
N -3.90 3.00 3.30
H -1.31 3.81 2.18
H 0.05 3.46 1.19
N -0.81 -0.15 -2.14
S -2.38 -0.66 -2.26
C -2.35 -2.07 -3.37
C -1.21 -2.39 -4.07
C -1.23 -3.48 -4.92
C -2.40 -4.23 -5.06
C -3.53 -3.90 -4.33
C -3.51 -2.81 -3.47
C -3.09 0.59 -3.34
C -2.44 1.03 -4.49
C -3.06 1.98 -5.28
C -4.31 2.49 -4.92
C -4.94 2.05 -3.76
C -4.32 1.10 -2.96
H -0.88 0.86 -2.22
H -0.31 -1.79 -3.94
H -0.33 -3.75 -5.47
H -2.41 -5.09 -5.72
H -4.43 -4.50 -4.42
H -4.38 -2.56 -2.87
H -1.47 0.64 -4.75
H -2.57 2.33 -6.18
H -4.79 3.23 -5.55
H -5.90 2.46 -3.48
H -4.78 0.76 -2.03
```

HOMO energy: -5.377 eV
LUMO: 2.25 eV
frontier orbital gap: 7.63 eV
charge: -1
ΔE to the lowest compared entry with this formula, charge and spin: 0.0 kcal per mole
DFT total energy: -3041.51499 a.u.
2S+1: 1